[1]
Computed, not measured: C4H6Cl2O as an isolated structure at a distorted geometry, with the ωB97M-V functional and the def2-TZVPD basis.

CARTESIAN COORDINATES (ANGSTROEM)
1 C -0.146 -0.858 -1.321
2 C -0.238 0.622 -0.087
3 C 1.304 0.121 -0.039
4 C -1.057 0.502 1.092
5 O 1.281 -0.675 -1.178
6 Cl 1.419 -1.026 1.406
7 Cl 2.459 1.350 -0.067
8 H -0.573 -1.899 -0.890
9 H -0.421 -0.848 -2.421
10 H -0.319 1.498 -0.707
11 H -0.292 0.541 1.925
12 H -1.451 -0.519 1.125
13 H -1.966 1.190 1.162

## Properties
HOMO energy	-0.3682	hartree
ΔE to the lowest compared entry with this formula, charge and spin	235.22	kJ/mol
DFT total energy	-1151.5393	a.u.
gap between HOMO and LUMO	10.809	eV

[2]
Computed, not measured: an isolated ion of composition C6H15N3O and charge +2 at a distorted geometry, with the ωB97M-V functional and the def2-TZVPD basis.

CARTESIAN COORDINATES (ANGSTROEM)
1 C -1.320 -0.112 -1.357
2 C -0.132 0.162 -0.626
3 N 1.000 0.671 -1.227
4 C 0.942 1.279 -2.391
5 N 1.978 1.741 -3.104
6 C -0.002 -0.014 0.805
7 C 1.085 0.500 1.543
8 C -1.140 -0.614 1.562
9 N -0.791 -2.182 1.691
10 O -1.210 -0.127 2.765
11 H -1.921 -1.028 -1.014
12 H -1.949 0.838 -1.216
13 H -1.163 -0.202 -2.417
14 H 1.906 0.562 -0.711
15 H -0.068 1.314 -2.748
16 H 2.007 1.801 -4.071
17 H 2.931 1.683 -2.676
18 H 0.839 0.528 2.600
19 H 2.067 -0.090 1.519
20 H 1.306 1.528 1.318
21 H -2.033 -0.511 0.996
22 H -0.041 -2.108 2.473
23 H -0.643 -2.659 0.848
24 H -1.667 -2.646 2.113
25 H -1.981 -0.314 3.325

## Properties
HOMO energy	-0.5961	hartree
ΔE to the lowest compared entry with this formula, charge and spin	235.50	kJ/mol
DFT total energy	-476.4752	a.u.
net charge	+2
gap between HOMO and LUMO	8.676	eV

[3]
Computed, not measured: a 2-piece molecular cluster, C10H22BrNO5PS overall, with the ωB97M-V functional and the def2-TZVPD basis.

CARTESIAN COORDINATES (ANGSTROEM)
1 C -3.713 1.730 2.046
2 C -2.394 2.176 1.419
3 O -2.456 1.986 0.006
4 P -1.127 2.053 -0.918
5 O -1.387 2.816 -2.142
6 C 0.281 2.542 0.076
7 C 1.261 3.552 -0.624
8 N 1.467 4.740 0.166
9 C 2.618 4.707 0.999
10 C 2.687 3.472 1.895
11 O 2.061 3.219 2.854
12 Br 3.980 2.008 1.249
13 O -0.876 0.509 -1.313
14 C -0.826 -0.461 -0.263
15 C 0.234 -1.493 -0.582
16 H -4.240 2.557 2.511
17 H -4.348 1.255 1.304
18 H -3.526 0.990 2.823
19 H -2.221 3.228 1.641
20 H -1.569 1.633 1.874
21 H 0.827 1.622 0.302
22 H 0.019 2.995 1.025
23 H 2.181 3.003 -0.864
24 H 0.824 3.843 -1.579
25 H 3.596 4.831 0.494
26 H 2.534 5.521 1.728
27 H -1.803 -0.932 -0.157
28 H -0.585 0.009 0.692
29 H 0.246 -1.673 -1.656
30 H 1.223 -1.132 -0.300
31 H 0.047 -2.425 -0.060
32 C -0.015 -5.207 -2.514
33 S -0.364 -5.863 -0.878
34 O -0.241 -4.727 0.066
35 C 1.148 -6.823 -0.733
36 H -0.826 -4.532 -2.777
37 H 0.926 -4.658 -2.490
38 H 0.031 -6.026 -3.231
39 H 2.008 -6.162 -0.838
40 H 1.161 -7.598 -1.500
41 H 1.154 -7.283 0.252

## Properties
HOMO energy	-0.0947	hartree
DFT total energy	-4138.7766	a.u.
net charge	-1
gap between HOMO and LUMO	4.529	eV

[4]
Computed, not measured: C20H27N4OPTa as an isolated structure at a distorted geometry, with the ωB97M-V functional and the def2-TZVPD basis.

CARTESIAN COORDINATES (ANGSTROEM)
1 Ta 0.051 0.835 0.240
2 C 4.207 -0.270 -0.657
3 C 4.740 -0.333 0.630
4 C 3.902 -0.253 1.735
5 C 2.545 -0.084 1.548
6 N 2.035 0.032 0.287
7 C 2.857 -0.073 -0.793
8 C 1.526 -0.016 2.605
9 C 1.753 -0.336 3.932
10 C 0.715 -0.244 4.857
11 C -0.560 0.167 4.478
12 C -0.815 0.491 3.155
13 C 0.223 0.381 2.218
14 H 4.831 -0.364 -1.535
15 H 5.808 -0.443 0.771
16 H 4.311 -0.312 2.733
17 H 2.399 -0.007 -1.775
18 H 2.729 -0.664 4.266
19 H 0.909 -0.497 5.891
20 H -1.345 0.247 5.218
21 H -1.806 0.816 2.861
22 C -1.359 4.629 -0.411
23 C -0.329 4.034 0.511
24 C 1.096 4.379 0.158
25 O -0.457 2.516 0.436
26 H -1.364 5.709 -0.261
27 H -2.359 4.256 -0.192
28 H -1.115 4.428 -1.455
29 H -0.542 4.288 1.548
30 H 1.303 4.143 -0.888
31 H 1.808 3.867 0.809
32 H 1.243 5.451 0.289
33 C -4.748 -1.145 -1.752
34 N -3.461 -1.756 -2.085
35 C -3.276 -2.991 -1.314
36 N -3.343 -2.720 0.122
37 C -4.629 -2.107 0.447
38 N -4.814 -0.864 -0.314
39 C -4.073 0.243 0.133
40 P -2.204 -0.239 -0.177
41 C -2.370 -0.846 -2.003
42 C -2.230 -1.967 0.623
43 H -5.545 -1.841 -2.005
44 H -4.891 -0.227 -2.322
45 H -2.322 -3.453 -1.568
46 H -4.076 -3.682 -1.575
47 H -4.694 -1.904 1.516
48 H -5.427 -2.796 0.177
49 H -4.189 0.418 1.201
50 H -4.284 1.149 -0.431
51 H -1.440 -1.327 -2.306
52 H -2.549 0.023 -2.638
53 H -2.318 -1.840 1.704
54 H -1.292 -2.482 0.409

## Properties
HOMO energy (alpha / beta)	-0.6358 / -0.6358	hartree
DFT total energy	-1469.9070	a.u.
net charge	+3
gap between HOMO and LUMO (alpha / beta)	5.457 / 5.456	eV

[5]
Computed, not measured: an isolated molecule of C5H7NO at a distorted geometry, with the ωB97M-V functional and the def2-TZVPD basis.

CARTESIAN COORDINATES (ANGSTROEM)
1 C -1.667 -0.900 0.149
2 C -0.189 -0.716 0.400
3 C 0.509 0.511 -0.123
4 C -0.255 1.423 -0.958
5 N -0.870 2.106 -1.660
6 C 1.864 0.769 0.306
7 O 1.765 -0.074 -0.793
8 H -2.282 -0.392 0.892
9 H -1.843 -1.974 0.213
10 H -1.921 -0.546 -0.859
11 H 0.111 -0.987 1.419
12 H 0.399 -1.285 -0.294
13 H 2.273 1.723 0.035
14 H 2.105 0.341 1.272

## Properties
HOMO energy	-0.3954	hartree
ΔE to the lowest compared entry with this formula, charge and spin	256.86	kJ/mol
DFT total energy	-324.6266	a.u.
gap between HOMO and LUMO	11.614	eV